ORCA calculation (the ωB97M-V functional and the def2-TZVPD basis) on a structure of composition H20HeO10.

Results
- Kohn-Sham gap (eV) = 10.3137
- HOMO energy (eV) = -10.546

Last column: Mulliken charge in e.
Element x y z (Å)
He  -0.008  -0.015  -0.120  0.0187
O  0.603  0.691  -2.559  -0.5611
H  -0.090  0.737  -1.900  0.2830
H  0.678  -0.241  -2.763  0.2717
O  2.430  1.783  0.767  -0.6700
H  1.899  1.328  1.422  0.3513
H  2.793  2.535  1.234  0.3071
O  2.790  -2.604  -0.595  -0.6342
H  3.356  -2.967  0.087  0.2638
H  2.108  -2.135  -0.115  0.4160
O  -3.881  -0.719  -0.918  -0.6088
H  -3.480  -1.538  -0.627  0.3110
H  -3.605  -0.628  -1.830  0.2939
O  1.196  -1.504  1.414  -0.6473
H  1.758  -1.475  2.189  0.2741
H  0.357  -1.829  1.739  0.2993
O  1.588  0.894  3.726  -0.6270
H  2.149  0.118  3.728  0.3033
H  0.764  0.594  3.343  0.3402
O  1.432  3.711  -1.476  -0.6008
H  1.690  3.172  -0.728  0.3375
H  1.493  4.611  -1.155  0.2985
O  -1.235  -3.907  -2.206  -0.6329
H  -0.709  -3.135  -2.415  0.3104
H  -1.952  -3.887  -2.840  0.3153
O  -1.443  0.556  3.299  -0.6134
H  -2.265  0.173  2.992  0.2962
H  -1.700  1.385  3.702  0.2950
O  -2.571  1.607  -2.567  -0.6024
H  -2.991  1.597  -1.706  0.3381
H  -3.155  1.092  -3.124  0.2733